# 1
{"formula": "C48H41BrF4HfNP2SeTe2", "method": "the ωB97M-V functional and the def2-TZVPD basis", "energy_ha": -8549.89684, "e_above_lowest_kcal_mol": 17.69, "homo_lumo_gap_ev": 6.455, "fmax_ev_per_a": 2.1, "charge": 1, "elements": ["Hf", "F", "C", "C", "F", "C", "F", "C", "P", "C", "C", "C", "C", "C", "C", "C", "C", "C", "C", "C", "C", "C", "Br", "C", "F", "H", "H", "H", "H", "H", "H", "H", "H", "H", "H", "C", "C", "C", "C", "C", "C", "P", "C", "C", "C", "C", "C", "C", "C", "C", "C", "C", "C", "C", "H", "H", "H", "H", "H", "H", "H", "H", "H", "H", "H", "H", "H", "H", "Se", "C", "N", "C", "Te", "C", "H", "H", "H", "H", "H", "H", "C", "C", "C", "C", "C", "C", "Te", "C", "C", "C", "H", "H", "H", "H", "H", "H", "H", "H", "H", "H", "H"], "positions_angstrom": [[-1.2621, -0.8122, 0.0245], [-0.1359, 3.6721, -6.3757], [0.0951, 2.7585, -5.4559], [1.1722, 1.9161, -5.5716], [1.9827, 2.0345, -6.6052], [1.4144, 0.9584, -4.6082], [2.5118, 0.2272, -4.7839], [0.5764, 0.7798, -3.5149], [0.8707, -0.4795, -2.1924], [2.3898, 0.3201, -1.5332], [3.6794, -0.0153, -1.9367], [4.7738, 0.6893, -1.4417], [4.5900, 1.7445, -0.5624], [3.3071, 2.0891, -0.1590], [2.2151, 1.3694, -0.6285], [1.4771, -1.9736, -3.0579], [2.2815, -2.8538, -2.3369], [2.7430, -4.0332, -2.9159], [2.3847, -4.3521, -4.2149], [1.5663, -3.4861, -4.9363], [1.1108, -2.3102, -4.3595], [-0.4793, 1.6876, -3.4120], [-1.6229, 1.7287, -1.9065], [-0.7233, 2.6584, -4.3556], [-1.7325, 3.5152, -4.2305], [3.8416, -0.8249, -2.6340], [5.7755, 0.4111, -1.7562], [5.4458, 2.3015, -0.1895], [3.1605, 2.9149, 0.5293], [1.2214, 1.6285, -0.2900], [2.5432, -2.6258, -1.3144], [3.3749, -4.7021, -2.3390], [2.7361, -5.2758, -4.6686], [1.2840, -3.7271, -5.9555], [0.4813, -1.6514, -4.9383], [-3.2652, 5.0055, 4.1369], [-2.5410, 5.1189, 2.9561], [-2.1522, 3.9719, 2.2748], [-2.4998, 2.7161, 2.7735], [-3.2119, 2.6019, 3.9598], [-3.5942, 3.7514, 4.6385], [-2.1404, 1.2655, 1.7552], [-2.2672, -0.1914, 2.8708], [-1.2015, -0.4264, 3.7520], [-1.2300, -1.4871, 4.6379], [-2.3252, -2.3467, 4.6552], [-3.3891, -2.1321, 3.7891], [-3.3659, -1.0636, 2.8985], [-3.6225, 0.9539, 0.7524], [-4.8235, 1.6448, 0.8120], [-5.9045, 1.1525, 0.0931], [-5.7734, -0.0269, -0.6389], [-4.5512, -0.6852, -0.7078], [-3.4193, -0.1892, -0.0411], [-3.5671, 5.8975, 4.6735], [-2.2774, 6.0958, 2.5683], [-1.5847, 4.0522, 1.3538], [-3.4685, 1.6243, 4.3542], [-4.1543, 3.6676, 5.5646], [-0.3473, 0.2411, 3.7542], [-0.3940, -1.6466, 5.3108], [-2.3512, -3.1839, 5.3480], [-4.2474, -2.7972, 3.8026], [-4.2135, -0.9057, 2.2517], [-4.9274, 2.5402, 1.4160], [-6.8553, 1.6750, 0.1183], [-6.6324, -0.4319, -1.1649], [-4.4887, -1.5963, -1.2797], [-0.3634, -5.1666, -1.3959], [-1.0766, -3.8251, -0.5812], [-1.6024, -2.8830, -0.0528], [-3.1805, -3.4538, -3.6172], [-2.2016, -1.6487, -3.1014], [-3.5017, -0.4428, -4.2673], [-4.2368, -3.3755, -3.3564], [-2.7114, -4.2698, -3.0620], [-3.0503, -3.6053, -4.6885], [-3.1882, -0.5138, -5.3065], [-3.4529, 0.5920, -3.9231], [-4.5155, -0.8231, -4.1447], [5.8480, 0.8421, 4.6225], [4.7864, 0.4044, 3.6436], [5.0117, -0.6525, 2.7626], [4.0107, -1.1612, 1.9398], [4.3563, -2.2779, 0.9802], [2.7272, -0.5916, 2.0203], [1.1522, -1.7237, 1.1560], [2.4994, 0.5392, 2.8149], [1.2010, 1.3175, 2.8247], [3.5390, 1.0123, 3.6175], [6.8436, 0.5392, 4.2938], [5.6671, 0.3812, 5.5978], [5.8418, 1.9255, 4.7686], [5.9998, -1.1055, 2.7199], [5.4349, -2.4453, 0.9677], [4.0474, -2.0149, -0.0324], [3.8702, -3.2205, 1.2505], [0.4425, 0.8446, 2.2137], [1.3661, 2.3258, 2.4354], [0.8171, 1.4407, 3.8432], [3.3557, 1.8883, 4.2445]]}

***

# 2
{"formula": "C7H16BF4N12ORuS", "method": "the ωB97M-V functional and the def2-TZVPD basis", "energy_ha": -1925.94790, "e_above_lowest_kcal_mol": 0.00, "homo_lumo_gap_ev": [5.106, 4.944], "fmax_ev_per_a": 1.2, "charge": 1, "elements": ["Ru", "N", "N", "C", "N", "S", "H", "H", "H", "H", "H", "N", "C", "N", "N", "N", "N", "C", "N", "N", "N", "N", "H", "F", "B", "F", "F", "F", "C", "C", "O", "C", "C", "H", "H", "H", "H", "H", "H", "H", "H", "H", "H"], "positions_angstrom": [[-0.6025, 0.2053, 0.1795], [0.6576, 1.8360, 0.6625], [-0.0406, 2.9375, 1.2050], [-1.3660, 2.9369, 1.2832], [-1.9951, 4.0359, 1.6574], [-2.2833, 1.5220, 0.9188], [1.3391, 1.5311, 1.3595], [1.1147, 2.1421, -0.2070], [0.4848, 3.7942, 1.3125], [-1.5170, 4.9049, 1.8365], [-3.0020, 4.0419, 1.6920], [-1.6539, -2.4170, 2.0498], [-2.1698, -2.3182, 0.8195], [-3.0518, -3.1883, 0.3008], [-3.2818, -2.7531, -0.8970], [-2.5699, -1.6351, -1.1526], [-1.8708, -1.3553, -0.0931], [-0.7232, -1.6175, 2.5711], [-0.1850, -1.7550, 3.7798], [0.6822, -0.7707, 3.8560], [0.6946, -0.0414, 2.7627], [-0.1898, -0.5556, 1.9079], [-1.9714, -3.1926, 2.6297], [-0.8592, 3.3469, -1.5267], [-0.3675, 2.3329, -2.3215], [-0.9428, 1.0504, -1.6646], [1.0231, 2.2208, -2.1459], [-0.7563, 2.2980, -3.5994], [3.1937, -0.9061, 0.2608], [1.9594, -1.7250, -0.0371], [0.9728, -0.9769, -0.7797], [1.2687, -0.8976, -2.2212], [0.2378, -1.6234, -3.0494], [3.9194, -1.5188, 0.7963], [2.9500, -0.0564, 0.9014], [3.6649, -0.5422, -0.6517], [1.4772, -2.0457, 0.8858], [2.1891, -2.6176, -0.6206], [2.2451, -1.3641, -2.3502], [1.3537, 0.1547, -2.4777], [0.2348, -2.6905, -2.8230], [0.4969, -1.5021, -4.1020], [-0.7600, -1.2257, -2.9082]]}

***

Q: Number 2 is which compound?
A: C7H16BF4N12ORuS